1.
Formula: C9H17N3O4S
Source: the OMol25 dataset
Level of theory: the ωB97M-V functional and the def2-TZVPD basis

Values from the calculation:
* HOMO energy: -8.969 eV
* SMILES: CSCC[C@H](NC(=O)[C@@H](N)CC(N)=O)C(=O)O
* total energy: -33101.9139 eV
* ΔE to the lowest compared entry with this formula, charge and spin: 412.8 kJ/mol
* LUMO energy: 0.291 eV
* HOMO-LUMO gap: 9.26 eV

```
34
Properties=species:S:1:pos:R:3:forces:R:3
C -2.131620 0.970912 -0.077910 -1.62 -0.53 -0.33
C -1.007291 1.610657 -0.779723 -0.95 1.41 -0.68
C -2.669966 -0.241623 -0.944026 1.85 -3.03 1.57
C -3.132065 -1.413666 0.088212 -2.38 2.59 -1.39
C 0.826181 0.478597 0.572974 0.41 -0.36 3.04
C 2.103545 1.303236 1.105673 1.17 -2.28 1.09
C 1.045937 -0.965505 0.332654 1.96 -2.99 1.94
C 1.888265 -1.331805 -0.875477 0.93 -3.23 -3.13
C 4.515138 -1.394583 -0.169974 1.48 -1.51 0.41
H -3.441112 2.678244 -0.589119 1.14 -2.01 2.02
H -2.866950 2.569343 1.039955 -0.61 -0.57 -1.12
H -1.724193 0.421292 0.776471 -0.54 0.80 0.65
H -1.958902 -0.912749 -1.569890 -0.38 1.97 0.91
H -3.431738 0.072248 -1.588413 -1.37 0.42 -0.80
H -4.680030 -0.258956 0.405772 -1.84 3.72 0.11
H -4.566256 -1.743899 1.341498 -1.28 -0.26 1.46
H 1.011669 1.505491 -1.022680 -1.68 0.06 -0.17
H 0.155223 0.385475 1.403478 -0.33 0.75 1.02
H 1.532279 -1.427785 1.312198 -0.38 1.17 -1.88
H 0.114533 -1.540630 0.393918 -0.22 0.42 -0.67
H 2.464568 -2.379012 -0.780854 -1.78 2.13 0.24
H 1.294633 -1.592519 -1.963834 1.40 1.47 3.08
H 5.647435 -1.123514 -0.069771 -2.12 0.11 -0.83
H 4.218501 -1.411183 0.935844 -0.08 -0.30 -1.67
H 4.510891 -2.489683 -0.704247 -0.16 2.69 1.53
H 2.977237 3.081065 1.019993 -2.62 -3.10 -2.78
N -3.238874 1.992000 0.247773 0.93 0.12 -0.60
N -4.411474 -1.137005 0.591186 4.23 -3.87 -1.35
N 0.207866 1.121097 -0.472320 2.32 2.46 -3.92
O -1.280477 2.506294 -1.588920 1.40 -1.07 0.46
O -2.514001 -2.405057 0.356712 0.73 -0.20 0.09
O 2.853708 0.915550 2.013098 -2.24 1.07 -1.85
O 2.300162 2.408297 0.390925 2.38 3.37 3.17
S 3.387165 -0.250608 -1.131180 0.24 -1.43 0.41
```
Forces are in eV/Å.

Atomic partial charges in e from the Mulliken method, atoms 1 to 5:
1. C 0.478
2. C -0.043
3. C -0.945
4. C 0.493
5. C -0.014

=====

2.
Formula: C20H31N3O24S6
Source: the OMol25 dataset
Level of theory: the ωB97M-V functional and the def2-TZVPD basis

Values from the calculation:
* HOMO energy: -8.795 eV
* SMILES: Nc1ccc2nccnc2c1.O=S1(=O)OCCO1.O=S1(=O)OCCO1.O=S1(=O)OCCO1.O=S1(=O)OCCO1.O=S1(=O)OCCO1.O=S1(=O)OCCO1
* total energy: -139857.8785 eV
* LUMO energy: -0.843 eV
* HOMO-LUMO gap: 7.95 eV

```
84
Properties=species:S:1:pos:R:3:forces:R:3
N 2.405637 -0.818066 -1.772287 -1.51 1.00 1.38
C 1.074790 -0.228873 -1.832975 -1.33 0.79 -0.04
C 0.966007 1.226310 -2.213324 -4.33 -1.07 0.47
C -0.415960 1.778228 -2.268429 2.65 -1.88 0.14
C -1.622171 0.951524 -1.951869 1.26 0.48 -0.30
N -2.850680 1.573091 -2.069911 -0.54 -2.57 0.96
C -3.872794 0.752765 -1.733631 1.10 -0.44 0.14
C -3.686766 -0.649122 -1.301779 0.01 0.11 -0.08
N -2.506148 -1.309003 -1.213153 -1.25 3.26 -0.82
C -1.472007 -0.450204 -1.551445 2.58 -0.38 -0.21
C -0.087792 -1.014274 -1.509787 0.39 1.62 -0.67
H 2.995140 -0.056078 -1.406911 0.05 -0.56 -0.47
H 2.345360 -1.474413 -0.979764 0.36 0.03 -0.66
H 1.860914 1.852182 -2.439656 -0.96 -0.65 0.21
H -0.527248 2.847144 -2.578242 -0.16 -1.25 0.46
H -4.907651 1.166508 -1.780827 0.98 -0.40 -0.01
H -4.608253 -1.226246 -1.024938 0.98 0.56 -0.33
H 0.067759 -2.088445 -1.225461 -0.35 1.19 -0.20
C 0.127645 4.056572 1.692157 0.13 0.16 0.88
C -0.328438 5.405062 1.180984 -0.73 -0.34 -0.08
O 0.745907 5.864704 0.352820 0.76 -0.45 -0.19
S 1.457648 4.596881 -0.342540 -0.95 -0.10 0.88
O 0.930289 4.439109 -1.658245 0.68 0.10 0.21
O 2.858269 4.672977 -0.081792 -0.19 0.05 -0.48
O 0.816361 3.450390 0.590031 0.22 0.60 -0.84
H 0.835452 4.163618 2.517701 -0.03 0.00 -0.02
H -0.705603 3.434992 2.010324 0.28 -0.04 -0.27
H -0.524997 6.110762 1.985438 0.23 0.09 -0.14
H -1.220543 5.310621 0.556245 -0.01 0.01 0.07
C 7.030274 4.838412 -1.122783 -0.11 -0.24 -0.60
C 5.929019 3.975915 -0.537723 -0.34 0.62 0.19
O 6.615009 2.928803 0.156143 0.76 0.01 -0.02
S 8.009205 3.502561 0.739905 -0.36 0.24 -0.52
O 7.811811 3.852776 2.107456 0.26 -0.19 -0.23
O 9.058818 2.648359 0.308166 -0.23 0.09 0.42
O 8.057146 4.863599 -0.126555 -0.25 -0.41 0.59
H 7.446564 4.389349 -2.028085 -0.04 0.03 0.01
H 6.688827 5.848103 -1.344403 0.16 0.01 0.21
H 5.271126 3.565675 -1.300814 0.10 -0.19 0.13
H 5.335440 4.532151 0.190433 -0.05 0.00 -0.13
C -1.519963 -4.173082 -3.329694 0.23 0.60 0.36
C -0.124136 -4.446866 -3.853354 -0.20 0.12 -0.64
O 0.331209 -5.578481 -3.104975 -0.53 -0.23 0.55
S -0.929335 -6.523477 -2.755524 0.10 0.75 -0.38
O -0.985271 -7.574326 -3.714041 -0.14 -0.02 0.52
O -0.936737 -6.763636 -1.351702 0.07 -0.30 -0.35
O -2.094841 -5.464072 -3.102563 0.50 -0.57 -0.16
H -1.487850 -3.641292 -2.375741 -0.05 0.04 -0.07
H -2.122755 -3.607380 -4.038189 -0.11 -0.23 0.03
H 0.545146 -3.599044 -3.716673 0.09 -0.18 0.20
H -0.144570 -4.726148 -4.910107 0.00 0.06 0.02
C -6.189434 2.928718 2.374943 -0.57 0.18 -0.22
C -5.681724 2.514781 1.007500 0.04 -0.63 0.17
O -4.706249 3.501745 0.664865 0.05 0.50 0.54
S -3.978911 4.016542 2.009570 -0.73 -0.37 -0.09
O -2.752007 3.306884 2.157929 -0.37 0.40 0.11
O -4.049482 5.435685 2.045281 0.40 -0.32 -0.10
O -5.037572 3.415184 3.067850 0.60 -0.05 -0.45
H -6.911966 3.745066 2.299213 0.00 -0.05 -0.02
H -6.638007 2.098256 2.917630 0.23 0.06 0.13
H -6.474006 2.481878 0.261778 0.16 0.24 -0.07
H -5.180582 1.543654 1.048229 -0.07 0.00 0.01
C -3.382328 -8.932670 -1.290861 0.27 0.56 0.07
C -3.003701 -9.479832 0.070576 0.43 -0.38 -0.24
O -4.243529 -9.606059 0.772757 -0.53 0.26 -0.42
S -5.415130 -9.961321 -0.281345 0.52 0.11 -0.09
O -5.623095 -11.368924 -0.265914 -0.24 0.38 -0.07
O -6.473863 -9.028080 -0.105773 0.10 -0.40 0.10
O -4.610002 -9.585525 -1.629395 -0.16 -0.43 0.58
H -3.568740 -7.856919 -1.245836 0.06 -0.03 0.02
H -2.622240 -9.137007 -2.043214 -0.21 -0.12 -0.07
H -2.321853 -8.823104 0.607155 -0.24 0.04 0.10
H -2.559161 -10.475223 -0.012481 0.03 0.06 -0.03
C 4.548554 2.917566 3.456565 0.34 0.61 0.06
C 4.938061 2.367961 4.814079 0.43 -0.42 -0.27
O 3.703266 2.238093 5.524917 -0.60 0.28 -0.42
S 2.524156 1.884995 4.479015 0.60 0.16 -0.01
O 2.319209 0.477703 4.489400 -0.30 0.40 -0.07
O 1.465017 2.821398 4.665103 0.18 -0.49 0.03
O 3.320130 2.266177 3.126407 -0.28 -0.44 0.52
H 4.360813 3.993309 3.504429 0.06 -0.02 0.00
H 5.304032 2.715424 2.698833 -0.19 -0.11 -0.05
H 5.623170 3.023592 5.347692 -0.24 0.02 0.13
H 5.382908 1.373439 4.725188 0.04 0.06 -0.03
```
Forces are in eV/Å.

Atomic partial charges in e from the Mulliken method, atoms 1 to 5:
1. N -0.688
2. C 0.750
3. C -0.768
4. C -0.554
5. C 0.243